(1)
Molecular formula: C48H50GaN3O2PS2Sb
Method: DFT, ωB97M-V/def2-TZVPD

Summary:
Orbital gap   7.95 eV
E_LUMO   -0.195 Ha

Structure (ORCA input):
```
! RIJCOSX wB97M-V def2-TZVPD def2/J DEFGRID3
* xyz 2 1
Ga -0.381 0.549 -1.124
O -2.283 -1.701 -1.593
N -1.010 -1.395 -2.033
C -0.503 -2.359 -2.694
C 0.831 -2.481 -3.270
C 0.986 -3.584 -4.121
C 2.188 -3.852 -4.745
C 3.277 -3.022 -4.527
C 3.150 -1.937 -3.675
C 1.944 -1.653 -3.038
P 1.930 -0.143 -2.009
C 2.625 1.040 -3.206
C 3.748 1.815 -2.943
C 4.236 2.670 -3.923
C 3.600 2.762 -5.150
C 2.483 1.980 -5.417
C 2.001 1.116 -4.453
C 3.175 -0.340 -0.706
C 4.001 -1.446 -0.533
C 4.883 -1.481 0.537
C 4.959 -0.416 1.424
C 4.144 0.694 1.250
C 3.242 0.722 0.199
H -2.618 -0.869 -1.206
H -1.156 -3.219 -2.839
H 0.134 -4.228 -4.304
H 2.271 -4.708 -5.401
H 4.218 -3.212 -5.025
H 3.997 -1.281 -3.518
H 4.254 1.745 -1.988
H 5.122 3.259 -3.726
H 3.981 3.433 -5.908
H 1.989 2.041 -6.378
H 1.148 0.486 -4.671
H 3.961 -2.279 -1.221
H 5.520 -2.344 0.680
H 5.658 -0.448 2.249
H 4.220 1.530 1.934
H 2.594 1.578 0.051
C 1.024 3.051 1.684
C 0.840 3.488 0.274
C 1.246 4.748 -0.137
C 1.021 5.101 -1.458
N 0.407 4.297 -2.314
C 0.043 3.105 -1.867
S -0.788 2.023 -2.913
N 0.258 2.648 -0.603
H 2.081 3.027 1.952
H 0.596 2.071 1.838
H 0.541 3.757 2.362
H 1.725 5.424 0.556
H 1.328 6.065 -1.846
C -6.783 -0.091 0.702
C -5.412 0.578 0.597
C -5.093 0.896 -0.854
S -3.507 1.700 -1.207
O -2.460 0.764 -0.532
C -3.561 3.150 -0.098
C -2.847 2.924 1.228
C -2.932 4.164 2.115
H -7.014 -0.316 1.742
H -6.805 -1.023 0.136
H -7.569 0.562 0.322
H -4.651 -0.093 0.996
H -5.420 1.493 1.192
H -5.831 1.574 -1.293
H -5.076 -0.013 -1.461
H -4.613 3.409 0.038
H -3.090 3.951 -0.670
H -1.802 2.677 1.031
H -3.294 2.074 1.746
H -2.511 5.039 1.616
H -2.381 4.000 3.040
H -3.967 4.391 2.373
C 0.832 1.206 5.393
C 1.802 0.594 4.609
C 1.442 -0.053 3.436
C 0.104 -0.092 3.052
C -0.868 0.511 3.841
C -0.501 1.162 5.011
Sb -0.374 -0.997 1.176
C -2.139 -2.092 1.633
C -2.125 -3.480 1.584
C -3.275 -4.186 1.913
C -4.428 -3.510 2.286
C -4.439 -2.123 2.335
C -3.295 -1.412 2.001
C 0.999 -2.622 1.254
C 1.309 -3.161 2.500
C 2.066 -4.321 2.579
C 2.500 -4.952 1.420
C 2.182 -4.421 0.179
C 1.430 -3.257 0.098
H 1.121 1.716 6.302
H 2.842 0.615 4.910
H 2.203 -0.520 2.822
H -1.910 0.472 3.549
H -1.258 1.630 5.627
H -1.228 -4.018 1.305
H -3.267 -5.267 1.883
H -5.322 -4.063 2.540
H -5.333 -1.595 2.640
H -3.299 -0.328 2.024
H 0.947 -2.685 3.402
H 2.296 -4.746 3.547
H 3.074 -5.867 1.483
H 2.505 -4.919 -0.727
H 1.183 -2.854 -0.873
*
```


(2)
Molecular formula: C48H51N8O5ScSi
Method: DFT, ωB97M-V/def2-TZVPD

Summary:
Orbital gap (alpha / beta)   3.88 / 3.15 eV
Energy above the lowest of the compared OMol25 structures with the same formula, charge and spin   372.74 kcal per mole
E_LUMO (alpha / beta)   0.141 / 0.141 Ha

Structure (ORCA input):
```
! RIJCOSX wB97M-V def2-TZVPD def2/J DEFGRID3
* xyz -2 1
Sc -1.182 0.892 2.679
N 3.273 -0.148 2.010
C 2.145 0.378 2.448
O 1.066 -0.219 2.108
C 1.922 1.700 3.060
C 0.629 1.973 3.867
H 3.134 -1.065 1.463
H 4.136 0.328 2.112
H 2.138 2.232 2.056
H 2.650 1.968 3.727
H 0.296 2.945 3.900
H 0.624 1.588 4.938
C -4.106 3.285 1.470
Si -3.682 3.375 3.393
C -5.269 2.967 4.262
C -3.179 5.187 3.624
N -2.600 2.175 3.754
C -2.544 1.597 5.071
C -2.954 2.254 6.229
C -2.861 1.779 7.569
C -2.400 0.535 7.846
C -2.017 -0.204 6.693
C -2.159 0.265 5.385
O -1.586 -0.566 4.359
C -2.276 -1.796 4.044
C -3.555 -2.122 4.468
C -3.972 -3.376 4.069
C -3.298 -4.268 3.358
C -2.111 -3.787 2.859
C -1.495 -2.634 3.243
H -4.487 4.245 1.231
H -4.408 2.437 1.173
H -3.184 3.278 1.061
H -6.249 3.098 3.504
H -5.466 3.607 5.141
H -5.346 1.905 4.513
H -3.078 5.380 4.775
H -3.842 5.854 3.090
H -2.255 5.234 3.132
H -3.126 3.295 6.205
H -3.215 2.487 8.238
H -2.290 0.117 8.780
H -1.717 -1.076 6.820
H -4.186 -1.509 4.994
H -5.049 -3.507 4.750
H -3.732 -5.356 3.078
H -1.344 -4.566 1.990
H -0.482 -2.373 2.947
C -0.221 1.406 -10.651
O 0.678 0.799 -9.785
C 0.157 0.590 -8.582
C 0.694 1.150 -7.475
C 0.062 0.892 -6.165
C -1.002 0.047 -6.044
C -1.417 -0.638 -7.134
C -0.865 -0.396 -8.377
N -1.622 -0.261 -4.800
N -1.189 0.459 -3.974
C -1.516 0.052 -2.650
C -2.120 -1.152 -2.216
C -2.224 -1.389 -0.749
C -1.577 -0.461 0.159
O -1.974 -0.537 1.525
C -1.042 0.860 -0.378
N -0.521 1.714 0.626
C -0.045 2.870 0.168
C 0.126 3.193 -1.133
C -0.272 2.168 -2.148
C -0.915 0.992 -1.717
H -1.298 1.222 -10.402
H 0.074 1.258 -11.718
H -0.237 2.487 -10.624
H 1.331 1.981 -7.629
H 0.542 1.379 -5.376
H -2.213 -1.434 -7.125
H -1.232 -0.947 -9.176
H -3.061 -1.457 -2.694
H -2.970 -2.483 -0.170
H 0.396 3.337 1.083
H -0.333 4.573 -1.238
H -0.988 2.547 -3.020
C 3.237 1.898 -0.615
C 3.638 0.718 -1.354
C 2.806 0.118 -2.338
C 3.236 -1.023 -3.006
C 4.434 -1.640 -2.757
N 4.956 -2.694 -3.626
C 4.993 -4.094 -3.357
O 4.939 -4.880 -4.320
N 5.101 -4.544 -2.014
C 4.255 -4.161 -0.938
C 4.729 -4.391 0.357
C 3.988 -3.893 1.420
C 2.759 -3.306 1.097
N 2.221 -3.131 -0.238
C 3.072 -3.681 -1.265
C 5.244 -1.170 -1.751
C 4.902 0.048 -1.110
H 2.364 1.752 -0.222
H 3.012 2.666 -1.353
H 4.031 2.315 0.045
H 1.692 0.480 -2.412
H 2.832 -1.308 -4.246
H 4.779 -2.551 -4.567
H 5.193 -5.530 -2.148
H 5.958 -4.777 0.363
H 4.250 -3.846 2.532
H 2.199 -2.605 1.807
H 2.481 -3.554 -2.275
H 6.169 -1.559 -1.501
H 5.662 0.826 -0.266
C 1.125 -2.535 -0.514
H 0.718 -1.908 0.390
H 0.514 -2.648 -1.715
*
```


(3)
Molecular formula: C48H52AsBrN2O6ScSi
Method: DFT, ωB97M-V/def2-TZVPD

Summary:
Orbital gap   7.22 eV
Energy above the lowest of the compared OMol25 structures with the same formula, charge and spin   46.46 kcal per mole
E_LUMO   0.076 Ha

Structure (ORCA input):
```
! RIJCOSX wB97M-V def2-TZVPD def2/J DEFGRID3
* xyz -1 1
Sc -0.216 -0.774 -0.157
Br 3.995 2.023 5.386
C 2.543 1.294 4.383
C 1.866 0.191 4.887
C 0.852 -0.374 4.150
C 0.435 0.162 2.903
O -0.468 -0.412 2.182
C 1.104 1.351 2.464
C 0.722 1.986 1.227
N -0.454 1.822 0.720
C -1.033 2.676 -0.174
C -0.800 4.044 -0.188
C -1.600 4.900 -0.943
C -2.621 4.419 -1.720
C -2.866 3.033 -1.778
C -3.856 2.455 -2.598
C -4.041 1.099 -2.564
C -3.278 0.328 -1.675
N -2.332 0.825 -0.916
C -2.090 2.152 -0.982
C 2.183 1.862 3.184
H 2.159 -0.232 5.838
H 0.368 -1.269 4.516
H 1.451 2.682 0.790
H -0.015 4.457 0.429
H -1.410 5.962 -0.902
H -3.236 5.090 -2.300
H -4.442 3.091 -3.248
H -4.762 0.610 -3.202
H -3.456 -0.739 -1.585
H 2.734 2.706 2.797
C -3.357 0.601 1.892
As -2.831 -1.270 1.765
C -4.592 -2.157 1.537
C -2.429 -1.943 3.577
O -1.999 -1.786 0.473
H -3.872 0.762 2.838
H -4.031 0.812 1.060
H -2.470 1.228 1.819
H -5.344 -1.781 2.230
H -4.456 -3.230 1.694
H -4.934 -2.005 0.515
H -3.374 -2.208 4.052
H -1.919 -1.180 4.159
H -1.794 -2.826 3.498
C 2.638 0.593 -3.893
C 1.509 -0.246 -4.479
C 1.820 -1.716 -4.200
C 1.472 -0.031 -5.993
Si -0.168 0.169 -3.604
O -0.130 -0.007 -2.046
C -1.421 -1.058 -4.362
C -1.870 -1.028 -5.678
C -2.754 -1.977 -6.161
C -3.209 -2.988 -5.332
C -2.761 -3.047 -4.022
C -1.873 -2.096 -3.553
C -0.718 1.938 -4.086
C 0.002 3.013 -3.576
C -0.296 4.320 -3.918
C -1.342 4.588 -4.786
C -2.103 3.537 -5.269
C -1.800 2.234 -4.910
H 3.597 0.285 -4.314
H 2.683 0.463 -2.817
H 2.490 1.647 -4.111
H 2.813 -1.980 -4.575
H 1.085 -2.360 -4.684
H 1.789 -1.897 -3.125
H 2.438 -0.274 -6.440
H 1.238 1.005 -6.234
H 0.721 -0.666 -6.457
H -1.516 -0.255 -6.346
H -3.084 -1.934 -7.192
H -3.889 -3.737 -5.715
H -3.096 -3.841 -3.370
H -1.492 -2.160 -2.539
H 0.807 2.809 -2.885
H 0.286 5.135 -3.508
H -1.571 5.606 -5.080
H -2.940 3.739 -5.930
H -2.429 1.432 -5.272
C -0.122 -5.413 -2.925
C 1.015 -5.151 -1.927
C 1.060 -6.256 -0.863
C 2.354 -5.135 -2.674
C 0.776 -3.857 -1.272
C 0.520 -2.816 -0.701
H 0.001 -6.387 -3.400
H -0.123 -4.638 -3.690
H -1.085 -5.386 -2.420
H 1.182 -7.232 -1.334
H 0.145 -6.268 -0.273
H 1.898 -6.086 -0.190
H 2.492 -6.065 -3.226
H 3.169 -5.032 -1.963
H 2.391 -4.302 -3.371
O 4.448 -1.753 -1.703
C 4.053 -2.345 -0.549
C 4.412 -3.655 -0.252
C 3.980 -4.261 0.913
C 3.181 -3.566 1.802
C 2.844 -2.252 1.523
C 3.281 -1.625 0.365
C 2.902 -0.163 0.160
O 3.764 0.697 0.091
O 1.636 0.036 0.168
H 4.802 -2.423 -2.302
H 5.047 -4.203 -0.939
H 4.278 -5.278 1.127
H 2.846 -4.041 2.714
H 2.258 -1.676 2.228
*
```


(4)
Molecular formula: C48H54BrClN3O5SSiTi
Method: DFT, ωB97M-V/def2-TZVPD

Summary:
Orbital gap   6.88 eV
Energy above the lowest of the compared OMol25 structures with the same formula, charge and spin   5.78 kcal per mole
E_LUMO   -0.136 Ha

Structure (ORCA input):
```
! RIJCOSX wB97M-V def2-TZVPD def2/J DEFGRID3
* xyz 1 1
Ti 0.192 -0.334 0.934
C -3.504 0.432 1.331
O -2.597 -0.452 0.664
C -3.053 -1.675 0.264
C -4.364 -1.990 -0.056
C -4.667 -3.273 -0.496
Br -6.458 -3.675 -0.928
C -3.695 -4.241 -0.637
C -2.378 -3.929 -0.311
C -2.083 -2.662 0.165
O -0.813 -2.335 0.609
C -1.330 -4.955 -0.434
N -1.472 -6.205 -0.122
C -0.244 -6.792 -0.415
C 0.161 -8.118 -0.274
C 1.449 -8.436 -0.650
C 2.329 -7.463 -1.153
C 1.947 -6.142 -1.288
C 0.646 -5.834 -0.908
N -0.057 -4.637 -0.875
H -4.487 0.425 0.874
H -3.078 1.420 1.217
H -3.579 0.162 2.385
H -5.159 -1.269 0.042
H -3.932 -5.236 -0.985
H -0.327 -3.132 0.876
H -0.521 -8.863 0.113
H 1.796 -9.456 -0.557
H 3.330 -7.756 -1.438
H 2.630 -5.394 -1.671
H 0.154 -3.822 -1.430
C -1.795 -1.547 4.738
C -1.011 -0.850 5.646
C 0.014 -0.042 5.189
C 0.253 0.074 3.818
C -0.544 -0.606 2.882
C -1.559 -1.424 3.377
C 1.358 0.907 3.300
C 2.168 1.682 4.154
C 3.221 2.373 3.640
C 3.488 2.330 2.258
C 4.598 3.001 1.699
C 4.836 2.928 0.358
C 3.948 2.207 -0.463
C 2.850 1.571 0.047
C 2.614 1.593 1.434
N 1.554 0.893 1.979
H -2.590 -2.192 5.092
H -1.191 -0.943 6.708
H 0.623 0.479 5.914
H -2.187 -1.988 2.700
H 1.959 1.713 5.210
H 3.865 2.958 4.285
H 5.254 3.556 2.357
H 5.697 3.417 -0.077
H 4.145 2.152 -1.525
H 2.181 1.034 -0.615
C 0.397 4.001 1.012
C -0.926 3.250 1.023
C -1.984 4.029 0.251
C -1.395 3.040 2.454
O -0.743 1.916 0.386
Si -0.888 1.653 -1.266
S -0.092 -0.289 -1.423
O 0.056 2.763 -1.963
C 0.492 3.165 -3.277
C 1.995 3.364 -3.185
C 0.176 2.081 -4.296
C -0.209 4.474 -3.600
O -2.439 1.743 -1.667
C -3.431 1.460 -2.672
C -3.047 0.190 -3.413
C -3.525 2.656 -3.605
C -4.751 1.274 -1.944
H 0.210 5.051 1.244
H 0.876 3.941 0.036
H 1.073 3.617 1.773
H -2.173 4.965 0.779
H -2.919 3.474 0.189
H -1.653 4.275 -0.759
H -1.294 3.983 2.995
H -0.794 2.296 2.966
H -2.439 2.741 2.513
H 2.479 2.407 -2.990
H 2.245 4.057 -2.380
H 2.385 3.762 -4.123
H 0.636 1.135 -4.004
H 0.572 2.364 -5.273
H -0.899 1.930 -4.406
H 0.048 5.231 -2.857
H -1.291 4.347 -3.602
H 0.097 4.838 -4.582
H -2.104 0.309 -3.950
H -3.821 -0.068 -4.138
H -2.940 -0.638 -2.710
H -2.597 2.811 -4.152
H -3.753 3.560 -3.038
H -4.321 2.497 -4.334
H -4.710 0.379 -1.329
H -5.564 1.156 -2.661
H -4.967 2.137 -1.313
Cl 7.437 -0.068 0.085
C 5.814 -0.627 0.337
C 5.296 -0.658 1.622
C 3.986 -1.065 1.815
C 3.179 -1.427 0.738
C 1.745 -1.770 0.914
C 3.742 -1.430 -0.537
C 5.054 -1.036 -0.746
H 5.915 -0.362 2.459
H 3.581 -1.082 2.821
H 1.557 -2.282 1.867
H 1.423 -2.413 0.094
H 3.136 -1.720 -1.389
H 5.482 -1.030 -1.739
*
```


Results for calculated total energy: -5476.131125 -3723.596833 -8281.554574 -6973.406661 (in Eh, following the order of the records).